1.
Here is a structure of composition C20H33AlBCl3KN3O16PS in a non-equilibrium geometry from the OMol25 dataset. Energies are from the ωB97M-V functional and the def2-TZVPD basis.

Computed properties:
charge	-1
E_LUMO	-1.8672	eV
total energy	-139772.4031	eV
E_HOMO	-0.120	Eh
HOMO-LUMO gap	1.40	eV

Atoms and positions in Å:
C: 8.629 -1.446 -1.330
O: 8.365 -0.685 -2.563
B: 7.580 0.533 -2.277
O: 8.176 1.910 -2.305
C: 5.949 0.396 -1.957
C: 5.280 0.909 -0.722
C: 3.626 0.761 -0.523
O: 3.067 1.660 0.301
C: 2.839 -0.405 -1.366
C: 3.608 -1.001 -2.706
C: 2.945 -2.181 -3.632
C: 1.486 -2.857 -3.280
C: 0.690 -2.253 -1.949
C: 1.368 -1.041 -1.019
P: 0.412 -0.327 0.506
O: -1.125 -1.146 0.628
O: 0.042 1.335 -0.001
C: 5.064 -0.381 -3.142
O: 5.565 -0.515 -4.379
H: 8.011 -2.439 -1.385
H: 9.775 -1.621 -1.172
H: 8.260 -0.765 -0.432
H: 7.607 2.383 -3.010
H: 5.941 1.428 0.126
H: 3.533 -2.569 -4.582
H: 1.009 -3.704 -3.935
H: -0.386 -2.669 -1.640
H: -1.796 -0.387 0.768
H: 0.230 1.390 -0.996
C: -5.073 0.696 0.184
C: -4.279 1.885 0.753
O: -3.011 1.510 0.810
H: -4.996 -0.192 0.823
H: -6.135 0.959 0.117
H: -4.739 0.425 -0.825
H: -4.790 2.150 1.692
H: -4.544 2.742 0.114
Al: -3.935 -1.698 -0.346
C: 1.414 2.957 2.485
N: 1.533 2.874 3.966
O: 2.674 2.858 4.442
O: 0.477 2.828 4.608
H: 2.416 2.991 2.051
H: 0.878 2.068 2.147
H: 0.860 3.868 2.249
Cl: -3.961 4.626 -1.059
C: -3.138 6.115 -0.529
C: -1.676 5.873 -0.192
Cl: -1.479 4.882 1.275
H: -3.688 6.520 0.326
H: -3.216 6.829 -1.354
H: -1.177 6.827 0.002
H: -1.150 5.374 -1.012
O: -4.455 7.019 2.368
H: -4.616 6.532 3.155
C: -3.543 -0.678 4.120
O: -4.032 -0.838 3.012
N: -4.107 -1.162 5.241
N: -2.396 -0.003 4.318
H: -3.719 -1.041 6.161
H: -4.972 -1.676 5.136
H: -1.938 0.378 3.500
H: -1.977 0.138 5.222
Cl: -3.335 4.794 3.070
O: -7.635 -2.028 -1.597
S: -7.835 -3.488 -1.627
O: -8.396 -3.881 -2.933
O: -8.768 -3.879 -0.554
O: -6.542 -4.166 -1.424
C: 2.795 -6.289 -0.859
C: 1.520 -6.194 -1.654
O: 1.496 -5.658 -2.761
C: 0.275 -6.780 -1.042
H: 3.610 -5.825 -1.425
H: 2.681 -5.759 0.090
H: 3.045 -7.338 -0.682
H: 0.050 -6.272 -0.101
H: 0.413 -7.851 -0.873
H: -0.567 -6.639 -1.728
K: -2.068 8.300 -0.883



2.
Here is a structure of composition C53H46ILuN9O5S4 in a non-equilibrium geometry from the OMol25 dataset. Energies are from the ωB97M-V functional and the def2-TZVPD basis.

Computed properties:
charge	0
E_LUMO (spin up / spin down)	-2.3471 / -2.3049	eV
total energy	-164416.6012	eV
E_HOMO (spin up / spin down)	-0.169 / -0.228	Eh
spin multiplicity	2
HOMO-LUMO gap (spin up / spin down)	2.25 / 3.91	eV
energy above the lowest of the compared OMol25 structures with the same formula, charge and spin	0.00	kJ/mol

Atoms and positions in Å:
Lu: 2.362 0.287 -0.559
O: 5.785 -2.349 -1.407
C: 4.938 -1.454 -1.483
N: 3.610 -1.566 -1.160
C: 2.948 -2.713 -0.856
O: 3.154 -3.834 -1.342
C: 1.332 -3.577 0.933
C: 2.193 -4.543 1.527
C: 1.698 -5.328 2.546
C: 0.348 -5.196 2.935
C: -0.390 -4.200 2.338
N: 0.065 -3.438 1.399
C: 5.326 -0.144 -2.039
C: 6.634 0.088 -2.433
C: 6.975 1.298 -3.045
C: 5.995 2.268 -3.184
C: 4.708 1.963 -2.780
N: 4.421 0.840 -2.098
H: 3.216 -4.606 1.097
H: 2.326 -6.063 3.025
H: -0.084 -5.856 3.734
H: -1.419 -4.062 2.725
H: 7.280 -0.764 -2.397
H: 8.007 1.450 -3.372
H: 6.156 3.163 -3.771
H: 3.865 2.627 -2.959
C: -0.911 2.164 7.589
C: -1.145 1.492 6.297
C: -0.058 1.115 5.428
C: -0.357 0.672 4.161
C: -1.660 0.287 3.820
C: -2.696 0.468 4.715
C: -2.469 1.186 5.893
S: -1.867 -0.661 2.318
O: -3.134 -1.410 2.556
C: -2.064 0.754 1.082
C: -1.030 1.830 1.180
C: -1.535 3.144 0.648
C: -2.558 3.212 -0.256
C: -2.756 4.357 -1.079
C: -3.790 4.359 -1.968
C: -4.725 3.269 -2.076
C: -4.558 2.147 -1.268
C: -3.429 2.051 -0.432
C: -3.182 0.841 0.295
C: -4.114 -0.326 0.068
C: -5.324 -0.543 0.812
C: -5.635 0.289 1.928
C: -6.757 -0.006 2.658
C: -7.607 -1.073 2.266
C: -7.333 -1.887 1.224
C: -6.148 -1.672 0.490
C: -5.677 -2.615 -0.483
C: -4.566 -2.358 -1.254
C: -3.778 -1.205 -0.932
S: -2.363 -0.734 -1.963
O: -2.931 -0.197 -3.260
C: -1.727 -2.384 -2.210
C: -1.258 -2.723 -3.457
C: -0.602 -3.899 -3.644
C: -0.530 -4.856 -2.588
C: 0.248 -6.107 -2.871
C: -1.162 -4.559 -1.385
C: -1.700 -3.286 -1.158
H: 0.136 2.443 7.861
H: -1.327 1.623 8.417
H: -1.505 3.117 7.599
H: 0.972 1.220 5.752
H: 0.467 0.651 3.438
H: -3.656 0.028 4.470
H: -3.279 1.526 6.559
H: -0.719 1.918 2.241
H: -0.911 4.085 0.718
H: -2.066 5.193 -1.020
H: -3.982 5.200 -2.664
H: -5.464 3.302 -2.835
H: -5.308 1.375 -1.411
H: -4.977 1.140 2.275
H: -6.976 0.579 3.523
H: -8.489 -1.263 2.883
H: -7.907 -2.764 0.913
H: -6.262 -3.530 -0.644
H: -4.313 -2.929 -2.149
H: -1.422 -2.020 -4.276
H: -0.120 -4.098 -4.594
H: 0.854 -5.962 -3.801
H: -0.404 -7.011 -3.026
H: 0.884 -6.273 -2.017
H: -1.187 -5.353 -0.606
H: -2.107 -2.986 -0.221
S: 1.249 2.894 -0.155
C: 0.350 1.724 0.471
I: 3.082 -0.549 2.689
O: 1.133 -1.382 0.019
C: 1.752 -2.550 0.006
C: 7.773 1.678 0.631
N: 6.896 2.771 0.362
C: 5.580 2.724 0.585
S: 4.694 1.317 1.090
N: 4.874 3.817 0.443
C: 5.380 5.124 0.105
H: 8.730 2.026 1.008
H: 7.957 1.028 -0.248
H: 7.342 1.090 1.446
H: 7.179 3.581 -0.191
H: 3.914 3.703 0.728
H: 6.219 5.437 0.816
H: 4.572 5.859 0.183
H: 5.776 5.181 -0.929
N: -0.198 3.224 -5.674
C: -0.429 2.129 -4.914
N: -1.687 1.726 -4.615
N: 0.683 1.488 -4.567
C: 0.893 0.882 -3.427
N: 1.377 0.323 -2.518
H: -0.924 3.749 -6.121
H: 0.701 3.278 -6.131
H: -2.486 2.279 -4.883
H: -1.874 0.812 -4.113



3.
Here is a structure of composition C29H41F5OOsP2 in a non-equilibrium geometry from the OMol25 dataset. Energies are from the ωB97M-V functional and the def2-TZVPD basis.

Computed properties:
charge	+2
E_LUMO (spin up / spin down)	-4.9784 / -7.7413	eV
total energy	-67397.6398	eV
E_HOMO (spin up / spin down)	-0.448 / -0.505	Eh
spin multiplicity	5
HOMO-LUMO gap (spin up / spin down)	7.21 / 5.99	eV
energy above the lowest of the compared OMol25 structures with the same formula, charge and spin	43.45	kJ/mol

Atoms and positions in Å:
Os: -0.047 -0.437 -0.885
C: 1.254 1.213 -0.371
C: 0.793 1.212 -1.742
C: -1.052 1.387 -0.332
C: 0.125 1.412 0.476
C: -0.661 1.285 -1.719
C: 2.678 1.247 0.096
H: 3.327 0.741 -0.622
H: 2.761 0.744 1.066
H: 3.031 2.280 0.221
C: 0.153 1.757 1.926
H: 1.178 1.811 2.302
H: -0.389 1.006 2.508
H: -0.332 2.728 2.088
C: -2.443 1.642 0.165
H: -2.482 2.557 0.772
H: -2.748 0.804 0.803
H: -3.136 1.730 -0.673
C: -1.551 1.369 -2.908
H: -1.484 2.346 -3.390
H: -2.586 1.188 -2.615
H: -1.260 0.607 -3.632
C: 1.658 1.315 -2.952
H: 1.677 2.363 -3.291
H: 1.268 0.690 -3.765
H: 2.685 0.999 -2.730
C: 1.068 -2.301 0.476
C: 2.091 -1.979 -0.404
C: 2.301 -2.517 -1.774
C: 1.145 -2.442 -2.817
C: -0.249 -2.034 -2.336
C: -1.290 -3.108 -1.865
C: -1.235 -3.433 -0.335
C: 0.111 -3.451 0.452
H: 2.615 -3.581 -1.684
H: 1.140 -3.410 -3.360
H: 3.173 -1.997 -2.197
H: 0.636 -4.400 0.212
H: 1.151 -1.794 1.448
H: 2.895 -1.350 -0.016
H: -0.204 -3.536 1.503
H: -1.856 -2.672 0.155
H: -2.276 -2.611 -1.963
H: -1.745 -4.388 -0.119
H: 1.434 -1.735 -3.610
H: -0.729 -1.461 -3.151
P: 1.038 -5.232 -1.766
C: 1.322 -6.649 -0.610
C: 2.076 -5.898 -3.133
P: -1.538 -4.400 -3.050
C: -0.634 -5.805 -2.384
C: -1.062 -4.108 -4.758
C: -3.283 -4.831 -3.061
H: 0.544 -6.671 0.164
H: 2.304 -6.538 -0.131
H: 1.301 -7.590 -1.176
H: 1.881 -6.973 -3.228
H: 3.130 -5.745 -2.873
H: 1.868 -5.398 -4.084
H: -3.393 -5.881 -3.369
H: -3.792 -4.173 -3.780
H: -3.718 -4.694 -2.061
H: -1.210 -6.281 -1.573
H: -0.465 -6.534 -3.194
H: -1.885 -3.537 -5.213
H: -0.954 -5.067 -5.292
H: -0.133 -3.533 -4.869
F: -3.187 -1.025 6.886
C: -2.812 -1.071 5.597
C: -1.449 -1.111 5.272
F: -0.516 -1.099 6.243
C: -1.069 -1.158 3.949
F: 0.247 -1.252 3.634
C: -2.025 -1.133 2.882
O: -1.682 -1.096 1.661
C: -3.405 -1.113 3.273
F: -4.334 -1.107 2.291
C: -3.783 -1.085 4.591
F: -5.095 -1.064 4.922



4.
Here is a cluster of 2 separate species, C5H11O2 in total in a non-equilibrium geometry from the OMol25 dataset. Energies are from the ωB97M-V functional and the def2-TZVPD basis.

Computed properties:
charge	-1
E_LUMO	3.7233	eV
total energy	-9459.0089	eV
E_HOMO	-0.138	Eh
HOMO-LUMO gap	7.49	eV
energy above the lowest of the compared OMol25 structures with the same formula, charge and spin	98.45	kJ/mol

Atoms and positions in Å:
C: 1.510 2.712 -0.211
C: 0.654 3.254 0.918
H: 1.920 3.514 -0.816
H: 0.812 2.219 -0.885
H: 2.288 2.010 0.076
H: 1.001 4.167 1.417
H: 0.470 2.606 1.774
H: -0.348 3.542 0.579
C: 0.110 -2.050 -0.714
C: 0.939 -0.829 -1.080
C: -1.088 -1.558 0.276
O: -2.115 -1.279 -0.393
O: -0.813 -1.379 1.469
H: -0.501 -2.284 -1.582
H: 0.630 -2.977 -0.479
H: 0.354 0.093 -1.027
H: 1.589 -0.636 -1.948
H: 1.787 -0.738 -0.373



5.
Here is a cluster of 4 separate species, C15H42N2O14P4 in total in a non-equilibrium geometry from the OMol25 dataset. Energies are from the ωB97M-V functional and the def2-TZVPD basis.

Computed properties:
charge	0
E_LUMO	-1.4752	eV
total energy	-85033.5344	eV
E_HOMO	-0.305	Eh
SMILES	CCC[C@@H](C)N([PH2]=N)C(=O)O.COP(=O)(OC)OC.COP(=O)(OC)OC.COP(=O)(OC)OC
HOMO-LUMO gap	6.82	eV
energy above the lowest of the compared OMol25 structures with the same formula, charge and spin	0.00	kJ/mol

Atoms and positions in Å:
C: 3.507 0.596 0.353
C: 3.417 1.265 -1.029
C: 2.136 0.928 -1.805
C: 0.866 1.726 -1.390
C: 0.033 0.960 -0.355
N: 1.238 3.138 -0.988
P: 0.538 4.365 -1.972
N: 1.593 5.476 -2.312
C: 1.096 3.393 0.404
O: 2.049 3.386 1.134
O: -0.140 3.698 0.886
H: 2.655 0.808 1.000
H: 3.614 -0.486 0.246
H: 4.376 1.025 0.859
H: 3.605 2.335 -0.937
H: 4.249 0.862 -1.619
H: 1.926 -0.130 -1.627
H: 2.299 1.105 -2.871
H: 0.235 1.810 -2.278
H: -0.958 1.395 -0.209
H: -0.154 -0.029 -0.782
H: 0.550 0.785 0.590
H: 0.186 3.751 -3.199
H: -0.609 4.934 -1.371
H: 2.464 5.256 -1.840
H: -0.144 3.331 1.782
C: -4.388 0.418 3.031
O: -4.033 1.795 3.136
P: -3.244 2.276 4.521
O: -2.016 1.418 4.403
O: -4.367 1.691 5.545
C: -5.738 2.077 5.417
O: -2.717 3.333 5.694
C: -1.431 3.938 5.524
H: -4.006 0.052 2.079
H: -3.982 -0.181 3.842
H: -5.477 0.334 3.031
H: -6.347 1.175 5.366
H: -5.921 2.672 4.521
H: -6.033 2.650 6.295
H: -1.271 4.263 4.498
H: -0.655 3.232 5.812
H: -1.385 4.806 6.180
C: 6.182 -4.574 1.881
O: 6.522 -4.244 0.537
P: 5.347 -4.465 -0.631
O: 4.298 -3.546 -0.068
O: 5.132 -6.031 -0.209
C: 6.234 -6.940 -0.206
O: 4.632 -4.812 -2.097
C: 4.146 -3.716 -2.881
H: 6.423 -3.712 2.501
H: 5.131 -4.823 1.998
H: 6.792 -5.421 2.202
H: 6.277 -7.428 0.767
H: 7.186 -6.441 -0.388
H: 6.075 -7.699 -0.972
H: 4.847 -2.884 -2.886
H: 3.186 -3.386 -2.489
H: 4.013 -4.072 -3.901
C: -3.215 1.760 -2.657
O: -3.789 0.620 -2.025
P: -3.793 -0.789 -2.889
O: -2.333 -1.018 -3.093
O: -4.552 -0.163 -4.186
C: -5.779 0.556 -4.039
O: -4.413 -2.277 -3.235
C: -3.778 -3.419 -2.641
H: -2.476 2.179 -1.975
H: -2.741 1.526 -3.608
H: -3.998 2.501 -2.823
H: -5.673 1.524 -4.528
H: -6.042 0.720 -2.994
H: -6.579 0.001 -4.528
H: -3.532 -3.244 -1.596
H: -2.874 -3.662 -3.196
H: -4.473 -4.254 -2.706



6.
Here is a structure of composition C58H48GeN10O3Sr from the OMol25 dataset. Energies are from the ωB97M-V functional and the def2-TZVPD basis.

Computed properties:
charge	0
E_LUMO	-0.1760	eV
total energy	-139324.0289	eV
E_HOMO	-0.264	Eh
HOMO-LUMO gap	7.00	eV
energy above the lowest of the compared OMol25 structures with the same formula, charge and spin	0.00	kJ/mol

Atoms and positions in Å:
Sr: 0.212 -0.437 -0.990
C: -2.722 4.642 0.348
N: -1.859 3.508 0.613
C: -1.996 2.232 0.248
N: -0.941 1.537 0.621
C: -0.157 2.472 1.227
N: -0.676 3.677 1.248
C: -4.134 4.473 0.862
C: -5.123 5.338 0.404
C: -6.421 5.242 0.881
C: -6.758 4.267 1.805
C: -5.776 3.392 2.254
C: -4.467 3.504 1.794
C: -6.117 2.337 3.205
N: -7.156 2.227 3.956
N: -7.007 1.041 4.661
C: -5.887 0.530 4.284
O: -5.260 1.297 3.357
C: -5.255 -0.713 4.719
C: -5.689 -1.323 5.890
C: -5.088 -2.500 6.304
C: -4.067 -3.063 5.555
C: -3.634 -2.457 4.380
C: -2.509 -3.107 3.607
N: -2.357 -2.624 2.253
C: -1.489 -1.736 1.766
N: -1.659 -1.613 0.463
C: -2.670 -2.483 0.201
N: -3.128 -3.112 1.256
C: -4.231 -1.280 3.963
H: -2.738 4.837 -0.726
H: -2.238 5.491 0.829
H: -2.851 1.851 -0.286
H: 0.810 2.240 1.642
H: -4.874 6.095 -0.331
H: -7.179 5.925 0.519
H: -7.769 4.164 2.175
H: -3.714 2.826 2.174
H: -6.488 -0.868 6.459
H: -5.418 -2.984 7.214
H: -3.606 -3.988 5.882
H: -2.682 -4.181 3.543
H: -1.556 -2.953 4.118
H: -0.754 -1.219 2.363
H: -3.071 -2.636 -0.789
H: -3.918 -0.799 3.046
C: 3.522 0.452 2.833
C: 4.713 0.628 2.141
C: 4.720 0.457 0.768
C: 3.543 0.122 0.084
C: 2.303 -0.025 0.740
C: 2.361 0.142 2.133
C: 3.645 -0.118 -1.385
C: 4.857 -0.663 -1.910
C: 5.003 -0.852 -3.244
C: 3.938 -0.522 -4.113
C: 4.026 -0.644 -5.517
C: 2.956 -0.342 -6.309
C: 1.744 0.066 -5.714
C: 1.643 0.199 -4.359
C: 2.747 -0.065 -3.516
N: 2.616 0.145 -2.170
H: 3.500 0.568 3.912
H: 5.622 0.900 2.662
H: 5.648 0.614 0.227
H: 1.448 0.034 2.723
H: 5.644 -0.940 -1.226
H: 5.917 -1.266 -3.653
H: 4.959 -0.986 -5.950
H: 3.028 -0.429 -7.386
H: 0.892 0.284 -6.347
H: 0.723 0.518 -3.897
C: -2.214 1.100 -4.460
C: -1.460 1.660 -3.351
N: -0.832 2.057 -2.475
H: -3.252 0.961 -4.165
H: -1.794 0.123 -4.692
H: -2.156 1.757 -5.327
O: 0.168 -2.389 -2.623
C: -1.017 -2.157 -2.984
O: -1.582 -1.040 -2.822
C: -1.779 -3.298 -3.634
C: -1.426 -4.673 -3.063
Ge: 0.449 -5.024 -2.544
C: 0.539 -7.011 -2.528
C: 0.337 -7.809 -1.402
C: 0.372 -9.196 -1.483
C: 0.611 -9.817 -2.700
C: 0.819 -9.042 -3.832
C: 0.784 -7.658 -3.742
C: 0.844 -4.441 -0.716
C: -0.026 -4.777 0.324
C: 0.280 -4.459 1.640
C: 1.448 -3.767 1.937
C: 2.300 -3.388 0.911
C: 1.999 -3.729 -0.404
C: 1.886 -4.579 -3.783
C: 1.678 -3.925 -4.995
C: 2.718 -3.752 -5.897
C: 3.993 -4.201 -5.583
C: 4.221 -4.833 -4.369
C: 3.170 -5.034 -3.485
H: -1.515 -3.267 -4.696
H: -2.847 -3.082 -3.567
H: -1.708 -5.454 -3.772
H: -1.998 -4.871 -2.151
H: 0.170 -7.350 -0.434
H: 0.218 -9.791 -0.591
H: 0.641 -10.897 -2.764
H: 1.014 -9.518 -4.786
H: 0.964 -7.071 -4.637
H: -0.954 -5.299 0.117
H: -0.394 -4.764 2.432
H: 1.694 -3.517 2.962
H: 3.197 -2.822 1.131
H: 2.678 -3.435 -1.199
H: 0.694 -3.541 -5.237
H: 2.536 -3.256 -6.842
H: 4.806 -4.061 -6.285
H: 5.215 -5.183 -4.117
H: 3.353 -5.563 -2.555



Question: What is the charge in the fifth record?
Answer: 0